(1)
ORCA calculation (ωB97M-V/def2-TZVPD) on a molecular structure, H27O13.

Structure (XYZ):
```
40
Properties=species:S:1:pos:R:3
O -3.522 -0.775 0.575
O 0.418 -2.249 -2.150
O 3.827 -0.273 1.854
O 2.117 -1.403 0.078
O -1.837 -1.470 -3.099
O -2.740 2.630 0.872
O -0.008 2.456 0.295
O 3.215 2.104 0.747
O -0.055 2.056 3.067
O -1.068 0.919 -1.733
O -2.119 -3.894 1.283
O -0.133 -0.668 0.419
O 1.846 0.170 -2.061
H -0.370 0.309 0.591
H -3.449 2.711 1.507
H 3.397 0.246 2.601
H 0.620 2.917 0.854
H -4.059 -1.472 0.956
H 0.894 0.142 -2.256
H -1.868 -3.194 1.878
H -2.612 -0.845 0.815
H -0.655 1.564 -1.021
H 2.607 -0.891 0.809
H 0.813 -3.095 -2.325
H -0.916 2.801 0.452
H -1.354 -3.971 0.662
H 2.508 -0.922 -0.699
H -0.241 1.290 3.598
H 1.137 -0.677 0.074
H -1.812 -1.099 -2.226
H 2.271 0.194 -3.008
H -1.453 1.310 -2.485
H -2.902 3.515 0.465
H -0.321 -2.387 -2.759
H 4.262 0.559 1.544
H -0.320 -0.582 -0.590
H -2.746 -1.578 -3.368
H 2.715 2.296 -0.107
H 3.888 2.774 0.593
H 0.420 1.774 2.305
```

Total energy   -994.0213 Eh
Molecular weight   235.2 g/mol
ΔE to the lowest compared entry with this formula, charge and spin   2.3769 eV
Total charge   +1
HOMO   -13.8 eV

(2)
ORCA calculation (ωB97M-V/def2-TZVPD) on 13 unconnected molecules or ions with the total composition H27O13.

Structure (XYZ):
```
40
Properties=species:S:1:pos:R:3
O -0.650 0.619 -2.612
O 2.005 1.646 -1.375
O 0.585 0.466 0.533
O -2.596 1.616 2.168
O -0.858 -3.335 2.076
O -0.072 2.692 0.744
O 1.424 1.892 -3.757
O -1.797 -1.012 1.088
O 0.245 -3.507 -1.526
O 1.545 -1.519 1.734
O 0.712 0.404 3.516
O 2.589 -1.045 -1.726
O -3.004 0.930 -1.080
H 3.058 -1.825 -1.458
H 0.478 1.706 -3.601
H 1.603 -1.136 2.617
H -0.241 3.661 0.771
H 0.253 -4.126 -2.238
H -1.402 -2.686 1.586
H 1.083 -0.367 1.085
H 0.819 0.196 4.423
H 2.608 -1.134 -2.691
H -1.591 0.389 -2.549
H -0.606 -2.960 2.892
H 1.149 1.200 -0.047
H -0.210 0.124 -0.117
H -2.565 -0.897 0.580
H -1.567 -0.232 1.618
H 2.723 1.094 -1.005
H -0.173 0.773 3.551
H 0.959 -2.283 1.583
H -3.537 1.302 -1.775
H -0.033 2.386 -0.154
H 2.416 2.493 -1.055
H -0.011 -0.060 -2.498
H -2.155 2.104 3.036
H -0.106 -3.911 -0.733
H 1.571 2.673 -3.233
H -2.071 1.897 1.423
H -3.575 1.052 -0.309
```

Total energy   -994.0106 Eh
Molecular weight   235.2 g/mol
ΔE to the lowest compared entry with this formula, charge and spin   2.6686 eV
Total charge   +1
HOMO   -12.9 eV

(3)
ORCA calculation (ωB97M-V/def2-TZVPD) on a molecular structure, H27O14.

Structure (XYZ):
```
41
Properties=species:S:1:pos:R:3
O -5.126 0.364 0.124
O -0.625 -1.097 -1.898
O 0.391 2.459 2.771
O 1.361 0.382 -0.904
O 1.170 -0.521 2.234
O 0.049 -0.546 4.703
O 3.618 2.123 2.283
O 0.127 2.816 -2.293
O 2.365 -2.999 -0.016
O -2.762 -2.642 -1.512
O 1.600 2.409 0.417
O -2.144 0.236 -4.156
O -2.196 -2.314 1.803
O 2.196 -0.929 -3.258
H -1.354 -0.562 -2.201
H 3.112 1.408 2.681
H 0.682 3.017 -1.512
H 3.102 2.346 1.474
H -1.238 0.600 -4.150
H 1.070 0.080 1.487
H -1.807 -2.999 2.359
H 1.689 -3.085 -0.702
H 2.080 0.429 -1.537
H 1.929 3.058 -0.214
H -0.828 -0.169 4.819
H 1.929 -0.428 -4.034
H -0.507 2.252 -1.814
H 1.529 1.316 -0.227
H -4.778 0.972 -0.551
H 0.043 -1.087 3.913
H 2.986 -2.381 -0.410
H -2.570 -2.108 -2.285
H 0.581 1.516 2.872
H 0.075 -0.714 -1.334
H 1.310 -1.218 -2.973
H -4.494 0.749 0.763
H 2.053 -0.504 2.602
H -3.122 -1.959 -0.932
H -2.462 1.076 -4.527
H -1.448 -1.750 1.571
H 0.712 2.669 1.859
```

Total energy   -1069.5854 Eh
Molecular weight   251.2 g/mol
ΔE to the lowest compared entry with this formula, charge and spin   2.7671 eV
Total charge   -1
HOMO   -6.6 eV

(4)
ORCA calculation (ωB97M-V/def2-TZVPD) on a molecular structure, H27O17S.

Structure (XYZ):
```
45
Properties=species:S:1:pos:R:3
S 0.061 0.032 -0.138
O -1.671 -2.621 -0.523
O -3.367 1.521 -0.243
O 1.423 0.535 -0.370
O 3.827 -0.482 -0.095
O -0.148 -0.209 1.283
O 1.468 -2.900 -1.544
O -0.591 -0.961 -3.337
O -0.870 3.648 0.155
O -0.880 2.635 -2.714
O -0.794 1.136 -0.523
O -1.420 -1.852 2.764
O -1.515 1.460 2.746
O 0.066 -3.887 1.089
O -0.251 -1.273 -0.838
O 2.013 2.972 0.083
O 1.910 0.320 -3.032
O 1.601 -0.227 3.171
H -0.858 -2.015 -0.636
H -0.667 -1.099 -2.363
H 1.042 0.020 -3.205
H -0.967 -1.089 2.176
H -0.923 2.062 3.006
H 2.904 3.051 -0.308
H 1.156 0.321 3.740
H -0.495 -3.376 0.664
H -3.396 2.288 0.167
H 1.668 -3.117 -0.590
H 2.875 -0.064 0.033
H 0.040 2.546 -3.002
H -0.926 0.767 2.186
H 0.838 -0.258 2.696
H -0.859 2.677 -0.004
H -2.425 1.289 -0.116
H -2.599 -2.335 -0.526
H -1.540 -0.893 -3.666
H 4.107 -0.008 0.726
H 1.781 0.536 -2.147
H -1.692 -1.443 3.614
H -2.215 -2.273 2.189
H 1.614 2.049 -0.058
H 0.715 -2.194 -1.477
H 0.031 3.960 -0.145
H 0.855 -3.319 1.061
H -0.938 2.078 -1.937
```

Total energy   -1693.3347 Eh
Molecular weight   331.3 g/mol
ΔE to the lowest compared entry with this formula, charge and spin   3.9539 eV
Total charge   -1
HOMO   -7.2 eV

(5)
ORCA calculation (ωB97M-V/def2-TZVPD) on a molecular structure, H28NeO14.

Structure (XYZ):
```
43
Properties=species:S:1:pos:R:3
Ne -0.392 -0.375 -0.371
O 0.171 -2.912 1.617
O 1.971 1.796 0.279
O -0.745 -2.104 -2.952
O -2.286 0.972 1.746
O -0.782 2.606 0.151
O 1.170 -2.663 -0.941
O 3.806 -1.950 -0.455
O -2.602 -2.424 2.167
O 2.470 -0.178 1.976
O -4.617 1.268 -0.007
O 0.199 0.974 3.249
O -1.840 2.341 -2.380
O 1.495 0.440 -2.301
O 0.908 2.845 -3.293
H 1.249 3.438 -2.623
H 0.493 0.878 4.155
H 0.911 0.605 2.726
H 2.861 -0.676 1.258
H -1.079 2.723 -2.818
H 1.179 1.974 -3.003
H 2.352 1.094 0.807
H -1.545 0.874 2.343
H 4.083 -2.463 0.303
H 2.947 -2.304 -0.685
H 1.040 -0.372 -2.075
H 2.712 2.164 -0.202
H 0.746 -2.618 -0.085
H 1.604 0.895 -1.466
H -1.574 2.261 -1.464
H -0.773 -2.755 -3.654
H -0.581 -2.568 2.099
H 0.919 -2.755 2.194
H -2.987 -1.623 1.810
H -2.921 1.495 2.236
H -1.272 1.898 0.568
H -3.742 1.245 0.379
H 0.461 -2.519 -1.569
H -2.868 -3.110 1.554
H -1.266 -1.372 -3.283
H 2.451 -0.791 2.711
H 0.135 2.350 0.243
H -4.464 1.396 -0.943
```

Total energy   -1199.1208 Eh
Molecular weight   272.4 g/mol
ΔE to the lowest compared entry with this formula, charge and spin   0.5715 eV
HOMO   -9.9 eV

(6)
ORCA calculation (ωB97M-V/def2-TZVPD) on 14 unconnected molecules or ions with the total composition H28O14.

Structure (XYZ):
```
42
Properties=species:S:1:pos:R:3
O 1.815 -1.450 2.392
O 2.412 1.943 -1.160
O 0.406 -4.220 -0.846
O 2.500 -3.013 0.395
O -0.809 -2.101 1.445
O -2.841 0.340 -2.247
O -0.789 2.154 -1.572
O -2.484 -2.062 -0.972
O 0.307 0.249 0.252
O 0.044 0.785 2.943
O 0.368 -1.573 -1.690
O -1.730 3.725 0.588
O -2.576 1.189 0.532
O 1.001 3.297 0.816
H 0.524 0.152 3.489
H 3.271 -3.482 0.110
H -0.181 1.670 -2.165
H -0.411 0.790 -0.164
H -3.008 -0.339 -1.578
H 2.530 1.018 -0.857
H 1.505 2.890 0.145
H -2.069 -2.711 -1.663
H -0.376 3.005 -1.598
H 1.888 -1.976 1.561
H 1.014 -4.154 -0.131
H -1.517 -1.656 1.919
H -0.155 -1.338 -2.453
H -3.511 1.058 0.296
H -1.820 4.370 1.257
H 2.634 -2.158 -0.023
H -2.197 0.868 -1.783
H 3.215 2.369 -1.011
H -0.784 3.518 0.593
H 0.239 0.527 2.069
H -1.727 -2.086 -0.338
H 2.700 -1.198 2.690
H 1.266 -1.636 -2.060
H 0.421 -0.465 -0.413
H 1.242 4.227 0.730
H -0.241 -1.389 1.173
H 0.288 -3.286 -1.015
H -2.373 2.134 0.352
```

Total energy   -1070.1176 Eh
Molecular weight   252.2 g/mol
ΔE to the lowest compared entry with this formula, charge and spin   2.2679 eV
HOMO   -9.9 eV